No. 1
Here is a structure of composition C36H43FMnN4O6S6Sb in a non-equilibrium geometry from the Open Molecules 2025 dataset. Energies are from ωB97M-V with the def2-TZVPD basis set.

The geometry in XYZ format:
```
98
Properties=species:S:1:pos:R:3:forces:R:3:lowdin_spin:R:1
Sb 0.4921 -1.8322 2.7968 0.102 0.119 0.013 0.000
Mn 0.5572 0.8977 2.7840 2.168 0.638 1.006 0.005
S 3.1529 0.4313 6.9470 -0.080 -0.024 0.028 0.000
S 0.8500 0.5826 5.0324 -0.638 -0.413 -0.408 -0.002
S 3.0726 1.4867 2.7824 -0.774 -0.322 -0.162 -0.002
S 6.0008 0.6591 7.7830 -0.063 0.015 -0.060 0.000
S 5.0731 1.3022 5.0225 0.124 0.011 -0.070 0.000
S -3.5148 0.4819 -0.0745 -0.013 0.041 -0.001 0.000
F 0.8847 -1.7794 -3.2671 -0.026 -0.024 -0.013 0.000
O 0.9238 0.7815 0.8719 -0.298 -0.412 -0.335 0.000
O 0.3683 2.7843 2.6682 -0.599 0.172 -0.181 0.000
O -3.8508 -0.8582 -0.4815 -0.017 -0.035 -0.050 0.000
O -3.5497 1.5077 -1.0834 0.003 0.022 -0.065 0.000
O -1.3959 0.8276 2.8834 -0.414 0.272 0.374 0.000
O -0.1002 4.7798 1.7975 0.045 0.043 0.050 0.000
N -2.1103 0.4957 0.7336 -0.023 0.184 0.197 0.000
N 2.3547 -0.5441 -7.8074 -0.088 -0.005 0.065 0.035
N 0.3185 3.5776 -2.0420 -0.014 0.136 -0.191 0.000
N 0.5638 0.0981 -5.4263 0.126 0.032 0.064 0.014
C 1.2638 -1.3988 -7.3442 0.159 0.096 -0.111 0.001
C -2.2886 0.8188 2.0062 0.273 -0.196 -0.451 0.000
C -4.1968 1.4909 3.6190 -0.090 0.024 0.052 0.000
C 0.1974 3.5967 1.6941 0.135 -0.031 0.028 0.000
C 0.9387 1.9752 -7.0244 0.031 0.001 0.031 0.708
C -0.4683 4.7574 -4.2660 -0.108 -0.015 -0.019 0.002
C 3.4886 -2.0755 2.9482 0.034 -0.040 0.033 0.000
C 0.4959 2.2411 -2.4017 -0.003 0.024 -0.094 0.001
C 3.4284 1.1876 4.4292 0.444 0.150 -0.241 0.000
C -5.5728 1.6507 3.7434 0.031 -0.013 -0.043 0.000
C 0.9929 -1.2330 -5.8625 -0.126 0.072 0.048 0.002
C -3.7022 1.1330 2.3802 0.029 -0.156 0.026 0.000
C -0.8392 -2.5712 0.1720 0.090 -0.088 -0.050 0.000
C 0.5153 1.8059 -3.7344 0.000 0.095 0.012 0.003
C -2.4070 -2.0703 3.7421 0.013 0.081 0.167 0.000
C 0.8239 -0.0445 -1.7325 0.013 0.013 0.153 0.000
C 0.3835 3.0265 0.3081 -0.179 0.013 -0.040 0.000
C -1.0495 -2.7152 4.0335 -0.149 -0.061 -0.194 0.000
C -6.4160 1.4532 2.6504 0.022 0.022 0.053 0.000
C -5.9068 1.1024 1.4050 0.029 0.033 -0.055 0.000
C 2.5341 0.7931 5.3500 -0.285 -0.030 0.374 0.000
C 0.2382 4.7199 -2.9474 0.004 -0.173 -0.051 0.000
C -1.1812 -4.2352 3.9488 -0.063 0.062 0.038 0.000
C 0.6260 0.4656 -4.0954 0.107 -0.018 -0.060 0.001
C -4.5384 0.9533 1.2995 -0.118 0.012 0.074 0.000
C 0.4454 -2.9258 0.9245 -0.123 -0.049 0.035 0.000
C 0.6611 1.3008 -1.3821 0.186 0.027 0.031 0.001
C 0.7898 -0.4476 -3.0240 0.007 0.012 -0.124 0.001
C 1.0376 4.8865 -4.2021 0.086 0.045 0.022 0.003
C 0.6719 1.6693 0.0211 -0.026 -0.130 0.006 0.000
C 0.6443 -4.4379 0.9979 0.090 0.059 -0.082 0.000
C 2.4430 -4.0207 4.1243 -0.002 0.079 0.132 0.000
C -0.0205 1.0382 -6.3757 -0.058 -0.121 0.019 0.105
C 2.2905 -2.5430 3.7738 0.069 -0.060 -0.139 0.000
C 0.2312 3.8875 -0.7311 -0.012 0.047 0.074 0.000
C 4.8044 0.7919 6.6451 0.085 -0.006 0.044 0.000
H -5.9971 1.9239 4.7014 -0.002 0.010 -0.015 0.000
H 0.4639 2.5185 -4.5325 -0.038 0.005 0.016 0.004
H 1.4725 -2.4672 -7.4756 -0.046 -0.060 -0.030 0.001
H 1.3048 -2.4944 0.3999 -0.002 0.038 0.015 0.000
H 2.5705 -0.7146 -8.7804 0.005 -0.020 -0.005 0.000
H -0.7417 -2.8109 -0.8932 -0.042 -0.049 0.039 0.000
H -6.5578 0.9503 0.5537 0.018 -0.007 0.012 0.000
H -1.1050 -1.5185 0.2532 0.038 0.027 -0.047 0.000
H 0.8302 2.2528 -8.0635 -0.022 0.013 0.076 0.041
H -3.1915 -2.5770 4.3163 0.021 0.000 -0.027 0.000
H 0.2477 -1.9810 -5.5812 0.014 -0.067 -0.007 0.000
H 0.3740 -1.1824 -7.9370 0.010 0.019 -0.023 0.000
H -0.5740 0.4739 -7.1282 0.039 0.012 -0.053 0.008
H 1.4760 5.8610 -4.3694 -0.022 -0.002 0.006 0.000
H 2.2466 -1.9739 4.7057 0.046 0.068 -0.015 0.000
H -2.4122 -1.0194 4.0262 -0.004 0.000 -0.036 0.000
H -0.2248 -4.9325 1.4305 0.013 0.001 -0.006 0.000
H 3.1955 -0.7133 -7.2686 0.007 -0.014 -0.004 0.000
H -3.5199 1.6351 4.4518 -0.023 -0.012 -0.007 0.000
H -0.7282 -2.4213 5.0362 0.013 -0.055 0.038 0.000
H 1.5162 -4.7178 1.5864 0.007 -0.012 -0.044 0.000
H 0.9512 -0.7738 -0.9455 -0.054 0.002 0.004 0.000
H 3.5929 -2.6876 2.0445 0.010 0.003 0.040 0.000
H -0.2406 -4.7677 4.0594 0.014 -0.022 -0.037 0.000
H 1.8282 2.2902 -6.4959 -0.038 -0.036 -0.038 0.037
H 0.0249 4.9205 -0.4831 0.024 -0.008 0.005 0.000
H 1.6525 4.0694 -4.5477 -0.056 -0.015 -0.002 0.001
H 0.7824 -4.8418 -0.0120 -0.036 0.005 0.024 0.000
H -1.8553 -4.5830 4.7400 0.000 -0.007 -0.039 0.000
H -7.4854 1.5736 2.7737 0.015 0.009 0.005 0.000
H -0.7938 1.5914 -5.8283 -0.087 -0.003 -0.029 0.030
H 2.6362 -4.6304 3.2414 -0.018 -0.004 0.017 0.000
H 1.5810 -4.4320 4.6452 0.013 0.001 0.053 0.000
H -1.0484 5.6446 -4.4804 0.020 0.009 0.045 0.000
H 0.1350 5.6180 -2.3608 -0.004 0.001 0.063 0.000
H -2.6779 -2.1365 2.6842 0.006 -0.018 0.015 0.000
H -1.6853 -3.1455 0.5609 0.017 0.016 0.001 0.000
H 4.4134 -2.1728 3.5278 -0.017 -0.051 -0.036 0.000
H -1.6247 -4.5294 2.9952 -0.008 0.015 0.025 0.000
H 3.3058 -4.1367 4.7897 0.004 -0.013 -0.046 0.000
H -0.9089 3.8531 -4.6570 0.054 0.002 0.005 0.001
H 1.9151 -1.4896 -5.3393 -0.008 -0.002 0.073 0.000
H 3.4065 -1.0322 2.6431 0.005 -0.010 0.007 0.000
```
Positions in Å, forces in eV/Å.

Its net charge is -1. As for the spin multiplicity: 2. Its gap between HOMO and LUMO (spin up / spin down) is 6.14 / 5.87 eV. The HOMO energy (spin up / spin down) is -4.22 / -4.21 eV.



No. 2
Here is a structure of composition C36H44BCl3GeKN10S7 from the Open Molecules 2025 dataset. Energies are from ωB97M-V with the def2-TZVPD basis set.

The geometry in XYZ format:
```
103
Properties=species:S:1:pos:R:3:forces:R:3:lowdin_spin:R:1
Ge -4.8037 -0.7529 -2.6922 -0.037 0.011 0.034 0.004
K -0.5678 -0.1660 -0.3403 0.525 -0.179 0.108 0.005
Cl -6.0993 -2.0425 -1.2472 -0.006 0.005 0.001 0.001
Cl -5.6507 -1.5462 -4.6760 0.007 0.005 0.032 0.001
Cl -6.1887 1.1242 -2.6067 -0.019 0.033 -0.019 0.002
S 2.1513 2.3278 -0.3145 -0.078 0.024 -0.049 0.000
S -0.4758 -4.5903 -4.3233 -0.029 0.007 -0.001 -0.022
S -0.5638 1.1569 -3.1851 0.027 0.044 -0.061 0.006
S 1.8909 -1.6387 -2.2574 -0.056 -0.038 0.012 0.279
S 2.2047 -3.6080 -4.4108 0.021 0.009 -0.023 -0.013
S 1.4430 -5.8293 -6.2355 -0.015 0.055 0.002 0.088
S -1.3708 -2.8298 -2.1497 -0.089 -0.023 -0.055 0.330
N -2.3055 2.7925 -4.4758 0.004 -0.002 0.073 0.000
N 2.6843 -0.6011 2.2479 0.015 -0.062 -0.006 0.001
N 1.6935 3.4781 -2.7936 -0.019 -0.055 0.034 0.000
N -2.5054 1.5557 0.1670 -0.167 0.133 -0.041 0.000
N -2.7555 -0.5309 1.9818 0.052 0.019 -0.097 0.000
N -0.4969 1.0463 2.7491 -0.049 0.011 -0.021 0.000
N 4.9401 -1.7980 2.4644 -0.024 -0.006 0.006 0.000
N -0.0249 -3.0941 1.0939 -0.019 0.028 -0.038 0.004
N -0.7500 3.8980 -3.4102 0.030 -0.154 0.071 0.000
N 3.2811 1.9916 -2.7638 0.032 -0.060 -0.043 0.001
C -0.4674 -4.7136 2.7874 -0.012 0.045 0.000 0.000
C -4.5954 3.3467 -0.0516 -0.028 -0.013 0.007 0.000
C 2.2030 3.3703 -4.0673 -0.013 -0.019 -0.010 0.000
C 0.2425 -5.6695 2.0767 -0.005 -0.012 0.005 0.000
C -3.8591 -0.1980 1.0896 -0.059 -0.007 0.061 0.000
C 0.6448 -4.0166 0.4117 -0.012 -0.020 0.015 0.007
C 1.1933 -2.8249 -3.2061 -0.079 0.002 0.010 0.143
C 3.9894 -2.3112 3.4548 0.005 -0.006 0.003 0.000
C 2.3537 2.6172 -1.9860 -0.045 0.040 0.037 0.000
C -0.5784 -3.4323 2.2601 -0.006 0.021 0.008 0.000
C -1.4095 0.7510 3.6722 -0.014 0.022 -0.069 0.000
C -1.5588 4.8044 -4.0604 -0.008 0.082 0.071 0.000
C 3.7218 0.3536 2.6302 0.043 0.003 -0.061 0.000
C 5.1014 -0.3575 2.6786 0.012 0.017 0.009 0.000
C 0.6424 1.6070 3.1419 -0.013 0.016 0.021 0.000
C 1.0694 -4.7263 -5.0580 0.025 -0.092 0.030 0.025
C 0.8123 -5.3186 0.8652 0.006 0.001 -0.009 0.000
C -3.3248 3.7024 -0.4649 0.046 -0.018 0.020 0.000
C -1.3243 -2.3216 2.9431 0.043 -0.005 0.014 0.000
C 3.1811 2.4455 -4.0636 0.040 0.066 0.013 0.000
C -1.2129 2.6458 -3.6671 0.012 0.035 -0.078 0.001
C 3.0574 -1.2044 0.9636 -0.063 0.005 0.006 0.005
C -0.0030 1.5523 5.4320 -0.021 -0.016 0.043 0.000
C 2.5986 -1.6468 3.2619 -0.001 -0.016 -0.008 0.000
C 0.9306 1.8948 4.4706 0.036 -0.009 -0.056 0.000
C -4.8026 2.0851 0.4886 -0.021 -0.040 -0.037 0.000
C -2.5295 4.1312 -4.7103 -0.008 0.006 -0.044 0.000
C -3.1281 1.7183 -4.9953 0.046 -0.006 0.016 0.000
C -2.3052 2.7678 -0.3297 -0.096 0.131 -0.107 0.000
C -1.1921 0.9677 5.0289 -0.036 -0.002 0.015 0.000
C -2.7622 0.2543 3.1944 -0.038 0.039 0.034 0.000
C -2.6217 -1.9573 2.1951 -0.014 -0.054 0.002 0.000
C -0.1375 -3.3077 -3.1590 0.111 0.002 -0.008 0.118
C 4.2520 1.0216 -2.3159 0.003 0.049 0.058 0.002
C -3.7275 1.2146 0.5686 -0.019 -0.045 0.044 0.000
C 4.3758 -2.0030 1.1217 0.019 0.000 -0.012 0.001
B 0.4483 4.3557 -2.4949 0.063 0.090 -0.008 0.000
H 5.5982 -0.2050 3.6414 -0.003 -0.004 0.008 0.000
H 3.4591 0.7660 3.6078 0.004 0.020 0.018 0.000
H -3.8350 -0.8898 0.2437 -0.003 -0.003 -0.022 0.000
H 3.8038 2.0612 -4.8509 0.004 -0.021 -0.007 0.000
H -3.4909 -2.3745 2.7376 0.001 0.016 0.002 0.000
H -2.5967 0.7816 -4.8434 -0.022 -0.002 0.016 0.000
H 0.1895 1.7390 6.4820 -0.005 0.002 0.005 0.000
H -5.4270 4.0307 -0.1651 -0.003 0.005 -0.002 0.000
H 3.1410 -0.3970 0.2359 0.025 0.016 0.018 0.001
H -4.8465 -0.3379 1.5589 0.009 0.007 0.009 0.000
H 4.2091 -3.0745 0.9863 -0.001 -0.009 0.004 0.000
H 1.3682 -6.0307 0.2713 0.003 -0.010 -0.004 0.000
H 1.3494 1.8398 2.3567 0.016 0.013 -0.043 0.000
H -5.7892 1.7585 0.7895 -0.003 -0.001 0.003 0.000
H 1.8603 -2.3780 2.9275 -0.004 -0.005 0.005 0.000
H -3.3014 1.8762 -6.0602 0.014 -0.011 -0.008 0.000
H 2.2481 -1.8484 0.6250 -0.036 0.013 0.054 0.005
H 0.3436 -6.6767 2.4627 0.002 -0.001 0.003 0.000
H -3.2686 -0.2719 4.0214 0.014 -0.032 0.021 0.000
H 3.7168 1.1657 1.8990 0.000 0.015 0.027 0.000
H -3.3512 4.4717 -5.3141 -0.016 0.009 -0.009 0.000
H 4.0879 0.0633 -2.8061 0.016 -0.003 -0.017 0.001
H 5.7680 0.0226 1.9007 -0.003 0.006 -0.007 0.000
H -3.1123 4.6671 -0.9061 -0.012 0.011 0.000 0.000
H 1.7932 3.9501 -4.8749 -0.008 -0.009 -0.026 0.000
H -0.6595 -1.4578 2.9318 -0.015 -0.016 -0.014 0.000
H 1.8672 2.3678 4.7326 0.012 0.003 0.006 0.000
H -4.0835 1.6865 -4.4744 -0.055 -0.039 0.027 0.000
H 4.1188 0.9009 -1.2433 0.014 0.001 -0.013 0.000
H -0.9338 -4.9451 3.7366 0.007 -0.028 0.004 0.000
H -1.9532 0.6888 5.7476 0.003 0.000 0.013 0.000
H 4.3982 -2.1061 4.4487 -0.001 0.005 0.005 0.000
H 3.9265 -3.3964 3.3410 0.004 -0.007 -0.005 0.000
H -3.3545 1.1558 3.0089 0.012 0.001 -0.005 0.000
H 5.1217 -1.6934 0.3863 0.003 0.002 -0.012 0.000
H -2.6130 -2.4287 1.2101 0.001 -0.016 0.001 0.000
H -1.2972 2.9918 -0.6540 0.084 0.046 -0.029 0.000
H 5.2617 1.3897 -2.5136 0.002 -0.033 -0.021 0.000
H 0.6763 5.5037 -2.8396 0.044 -0.001 -0.006 0.000
H 2.2306 -1.2012 4.1918 0.012 0.002 0.006 0.000
H 0.1942 4.2974 -1.3263 -0.123 -0.040 0.058 0.000
H 1.0659 -3.6912 -0.5338 0.011 0.006 -0.016 0.003
H -1.3667 5.8599 -3.9923 -0.003 0.016 0.000 0.000
H -1.5248 -2.5729 3.9869 -0.003 -0.020 0.001 0.000
```
Positions in Å, forces in eV/Å.

Its net charge is -2. As for the spin multiplicity: 2. Its gap between HOMO and LUMO (spin up / spin down) is 5.73 / 5.71 eV. The HOMO energy (spin up / spin down) is -2.43 / -2.62 eV.